1.
38
Properties=species:S:1:pos:R:3:mulliken_charge:R:1 method="wB97M-V/def2-TZVPD" orbital_gap_ha=0.141 total_charge=+3 lumo_ha=-0.5360 energy_ha=-1444.70335
O 2.67 0.63 1.18 0.097
C 1.70 0.37 0.75 -0.511
Tl 0.00 -0.07 0.01 3.494
O 1.50 -3.70 -1.36 0.042
C 1.11 -2.71 -1.00 0.131
C 0.13 1.52 -1.11 0.017
O 0.21 2.42 -1.74 0.058
C -1.68 -0.41 -0.74 -0.713
O -2.68 -0.62 -1.18 0.045
C 0.37 3.31 3.42 -0.795
N -0.86 2.97 2.66 0.000
C -0.66 3.41 1.26 -0.686
P -1.31 1.24 2.87 0.410
O -0.43 0.29 2.08 -0.785
N -0.94 0.89 4.57 -0.063
C -0.65 -0.54 4.86 -0.755
C -1.97 1.42 5.49 -0.961
N -3.07 0.97 2.60 0.172
C -3.62 1.72 1.44 -0.789
C -3.42 -0.47 2.49 -0.702
H 0.65 4.37 3.28 0.360
H 1.21 2.67 3.09 0.271
H 0.20 3.16 4.50 0.309
H 0.31 3.07 0.88 0.130
H -1.47 3.05 0.61 0.244
H -0.67 4.52 1.20 0.406
H 0.15 -0.90 4.20 0.208
H -0.29 -0.65 5.90 0.402
H -1.55 -1.17 4.75 0.257
H -1.66 1.31 6.54 0.399
H -2.11 2.49 5.29 0.320
H -2.93 0.88 5.33 0.358
H -3.11 1.41 0.51 0.149
H -4.70 1.53 1.33 0.406
H -3.49 2.79 1.62 0.321
H -2.83 -0.95 1.70 0.168
H -3.23 -0.96 3.45 0.170
H -4.49 -0.60 2.28 0.416

---

2.
31
Properties=species:S:1:pos:R:3:mulliken_charge:R:1 method="wB97M-V/def2-TZVPD" relative_energy_kcal_mol=0.0 orbital_gap_ha=0.331 total_charge=+1 lumo_ha=-0.1518 energy_ha=-919.70613
C 4.35 -1.05 1.45 0.007
C 4.03 -1.84 0.28 -0.815
C 3.40 -0.32 2.03 -0.716
C 2.69 -1.84 -0.19 0.199
C 2.04 -0.42 1.61 0.658
C -2.88 3.12 -0.98 -1.303
C -1.98 2.07 -0.39 -0.390
C -1.48 0.94 -1.33 -0.068
C -2.34 -0.30 -1.29 -0.815
C -1.93 -1.34 -0.22 -0.380
N 1.79 -1.14 0.44 0.194
O -0.67 -1.86 -0.54 -0.661
S 0.71 0.32 2.45 -0.094
H 5.34 -1.02 1.94 0.352
H 4.71 -2.57 -0.09 0.402
H 3.68 0.16 2.90 0.372
H 2.61 -2.29 -1.17 0.348
H -2.38 3.40 -1.92 0.357
H -3.87 2.70 -1.39 0.267
H -3.10 3.87 -0.28 0.402
H -2.49 1.65 0.51 0.335
H -0.99 2.67 -0.01 0.199
H -1.76 1.27 -2.39 0.268
H -0.37 0.69 -1.27 0.241
H -2.59 -0.85 -2.28 0.329
H -3.27 0.11 -0.84 0.326
H -2.71 -2.24 -0.17 0.241
H -2.00 -1.01 0.92 0.199
H 0.76 -1.28 0.18 0.009
H -0.59 -1.98 -1.59 0.373
H 1.29 0.38 3.62 0.165

---

3.
29
Properties=species:S:1:pos:R:3:mulliken_charge:R:1 method="wB97M-V/def2-TZVPD" relative_energy_kcal_mol=0.0 orbital_gap_ha=0.264 total_charge=+1 lumo_ha=-0.2084 energy_ha=-732.90003
C -0.79 1.49 0.22 -0.486
C -1.27 0.20 0.33 0.823
C 0.46 1.93 0.80 -1.028
C -2.44 -0.24 -0.50 -0.756
C -2.32 -1.71 -0.89 -0.715
C -2.11 -2.57 0.35 -0.720
C -0.82 -2.17 1.06 -0.762
C -0.60 -0.72 1.13 -0.323
C 1.86 1.04 -1.60 -1.138
C 3.35 1.52 0.73 -1.125
P 1.81 0.68 0.20 0.353
H -1.28 2.16 -0.48 0.421
H 0.73 2.95 0.52 0.512
H 0.50 1.82 1.89 0.415
H -3.35 -0.10 0.09 0.341
H -2.53 0.38 -1.39 0.422
H -3.23 -2.03 -1.41 0.352
H -1.49 -1.85 -1.58 0.301
H -2.95 -2.41 1.04 0.326
H -2.08 -3.62 0.09 0.340
H -0.76 -2.60 2.07 0.390
H 0.04 -2.60 0.52 0.274
H 0.06 -0.37 1.92 0.548
H 2.74 0.55 -2.03 0.413
H 1.94 2.11 -1.78 0.397
H 0.97 0.65 -2.09 0.307
H 4.20 0.95 0.38 0.394
H 3.40 1.57 1.82 0.364
H 3.41 2.53 0.31 0.360

---

4.
30
Properties=species:S:1:pos:R:3:mulliken_charge:R:1 method="wB97M-V/def2-TZVPD" relative_energy_kcal_mol=76.2 orbital_gap_ha=0.267 lumo_ha=-0.0183 energy_ha=-970.67304
C -1.82 1.62 -3.41 -0.290
C -0.82 1.89 -2.51 -0.668
C -2.15 0.33 -3.72 -0.725
C -0.07 0.92 -1.84 -0.118
C -1.46 -0.66 -3.01 -0.486
C -0.43 -0.44 -2.08 0.461
C 1.89 -2.39 -2.32 -0.984
C -0.47 1.28 4.39 -1.185
C -0.44 -1.17 2.49 -0.821
C 2.03 0.25 2.59 -1.079
Si 0.52 -1.75 -1.12 0.113
Si 0.18 0.62 2.74 0.528
H -2.38 2.26 -4.00 0.389
H -0.76 2.94 -2.46 0.316
H -2.85 0.17 -4.44 0.464
H 0.78 1.38 -1.18 0.195
H -1.62 -1.62 -3.11 0.544
H 1.50 -2.91 -3.29 0.298
H 2.42 -1.41 -2.67 0.269
H 2.46 -3.04 -1.80 0.339
H -1.50 1.00 4.59 0.312
H 0.08 0.98 5.17 0.425
H -0.46 2.37 4.57 0.338
H 0.17 -1.86 3.03 0.330
H -1.51 -1.39 2.90 0.314
H -0.44 -1.37 1.31 -0.069
H 2.46 0.22 3.49 0.415
H 2.17 -0.63 1.98 0.270
H 2.67 1.11 2.11 0.281
H -0.17 1.31 1.59 -0.174

---

5.
39
Properties=species:S:1:pos:R:3:mulliken_charge:R:1 method="wB97M-V/def2-TZVPD" orbital_gap_ha=0.301 total_charge=-1 lumo_ha=0.0995 energy_ha=-6657.21384
C -3.03 -2.33 0.67 -0.369
O -4.33 -1.88 0.30 -0.427
C -4.26 -0.52 -0.14 -0.483
C -4.18 0.50 1.08 -0.606
C -3.19 1.67 0.71 -0.532
C -1.83 1.61 1.54 -0.914
Al -0.35 1.01 0.30 0.456
O 0.70 -0.43 0.80 -0.578
C 2.06 -0.10 0.63 0.265
C 2.88 -1.09 -0.29 -0.675
Br 2.07 -2.90 0.03 -0.174
C 3.01 -0.76 -1.82 0.155
C 3.19 -2.11 -2.63 -1.630
Br 1.46 0.13 -2.63 -0.138
C 2.24 1.48 0.53 -0.416
S 3.90 2.18 0.08 1.218
O 4.91 1.18 -0.28 -0.611
O 3.71 3.28 -0.89 -0.607
F 4.46 2.92 1.46 -0.300
O 1.12 2.10 -0.03 -0.480
H -3.14 -3.01 1.55 0.269
H -2.50 -2.88 -0.14 0.214
H -2.36 -1.48 0.96 -0.031
H -5.20 -0.28 -0.69 0.319
H -3.38 -0.40 -0.82 0.281
H -5.20 0.90 1.29 0.338
H -3.87 -0.05 2.00 0.361
H -2.95 1.64 -0.38 0.292
H -3.70 2.63 0.99 0.315
H -1.60 2.61 1.98 0.434
H -1.93 0.84 2.35 0.325
H -0.93 0.57 -1.12 -0.405
H 2.48 -0.32 1.65 0.363
H 3.91 -1.18 0.11 0.510
H 3.90 -0.16 -2.08 0.481
H 3.60 -1.79 -3.63 0.411
H 3.95 -2.78 -2.18 0.404
H 2.22 -2.60 -2.86 0.422
H 2.15 1.80 1.60 0.543

---

6.
43
Properties=species:S:1:pos:R:3:mulliken_charge:R:1 method="wB97M-V/def2-TZVPD" relative_energy_kcal_mol=10.2 orbital_gap_ha="0.262 / 0.328" total_charge=+1 lumo_ha="-0.1550 / -0.0929" energy_ha=-3056.37956 multiplicity=5
Mn -1.02 -0.82 -1.76 0.543
N -3.23 -3.55 -3.85 -0.331
C -2.73 -2.52 -3.19 0.670
O -1.53 -2.49 -2.85 -0.668
C -3.60 -1.33 -2.88 -0.487
C -3.13 -0.67 -1.61 -0.679
H -2.62 -4.32 -4.08 0.262
H -4.19 -3.59 -4.12 0.216
H -4.66 -1.62 -2.80 0.395
H -3.52 -0.64 -3.73 0.310
H -3.24 -1.26 -0.70 0.326
H -3.38 0.38 -1.48 0.470
F -0.51 -2.04 2.28 -0.332
B -1.47 -1.96 1.29 0.628
F -0.67 -1.80 -0.01 -0.350
F -2.24 -3.06 1.12 -0.270
F -2.20 -0.78 1.38 -0.384
C 3.60 1.15 1.91 -0.796
N 2.55 0.10 2.30 0.037
C 1.37 0.82 2.97 -0.839
N 0.87 1.86 2.14 0.115
C 1.92 2.81 1.79 -0.951
N 3.03 2.16 1.09 0.142
C 2.65 1.68 -0.24 -0.970
P 1.30 0.41 -0.18 0.523
C 2.10 -0.68 1.09 -0.770
C 0.18 1.34 0.96 -0.680
H 4.40 0.62 1.40 0.377
H 3.96 1.57 2.85 0.369
H 2.95 -0.55 2.97 0.346
H 1.76 1.23 3.90 0.350
H 0.61 0.06 3.17 0.435
H 2.30 3.26 2.71 0.314
H 1.50 3.58 1.16 0.401
H 3.53 1.28 -0.75 0.472
H 2.29 2.53 -0.83 0.344
H 2.97 -1.17 0.67 0.479
H 1.39 -1.44 1.43 0.407
H -0.65 0.71 1.27 0.526
H -0.24 2.18 0.40 0.433
S -0.75 3.62 -2.15 -0.363
C -0.81 2.06 -2.43 0.667
N -0.85 0.89 -2.63 -0.686

---

7.
44
Properties=species:S:1:pos:R:3:mulliken_charge:R:1 method="wB97M-V/def2-TZVPD" relative_energy_kcal_mol=11.5 orbital_gap_ha=0.240 total_charge=-1 lumo_ha=0.0711 energy_ha=-11915.04697
Ti -0.20 -0.50 -0.53 0.550
B -2.77 -2.21 1.12 0.300
N -2.34 -2.40 -0.39 0.710
C -3.18 -2.81 -1.34 -0.309
C -2.45 -3.21 -2.45 -0.908
C -1.13 -2.98 -2.08 -0.270
N -1.06 -2.50 -0.84 -0.724
N -1.49 -1.93 1.96 -0.243
C -1.29 -2.31 3.23 -0.207
C -0.05 -1.86 3.65 -0.966
C 0.47 -1.21 2.53 -0.410
N -0.41 -1.25 1.53 0.777
H -3.56 -1.30 1.18 -0.119
H -3.23 -3.25 1.53 -0.184
H -4.24 -2.83 -1.16 0.481
H -2.82 -3.59 -3.38 0.399
H -0.22 -3.08 -2.65 0.483
H -2.05 -2.89 3.74 0.427
H 0.41 -2.00 4.60 0.406
H 1.42 -0.71 2.39 0.429
Se 4.88 3.99 3.88 -0.597
Sb 2.82 3.76 2.73 0.464
Se 2.11 -1.29 -0.81 -0.384
Se 1.78 0.90 -0.07 -0.339
Se 0.98 4.13 4.29 -0.741
C 0.68 0.40 -4.04 -1.283
C -0.73 0.45 -3.47 0.584
C -1.28 1.87 -3.42 -1.363
O -0.72 -0.09 -2.17 -0.368
H 0.70 0.81 -5.05 0.435
H 1.05 -0.62 -4.06 0.266
H 1.35 0.99 -3.40 0.221
H -1.40 -0.17 -4.08 0.213
H -0.63 2.49 -2.80 0.237
H -2.28 1.88 -2.98 0.323
H -1.32 2.29 -4.42 0.445
N -1.07 1.64 2.75 -0.242
C -1.13 2.19 1.55 0.775
N -0.73 3.45 1.42 -0.247
S -1.77 1.37 0.17 -0.436
H -0.57 2.12 3.50 0.100
H -1.30 0.66 2.85 0.100
H -0.31 3.94 2.22 -0.017
H -0.71 3.83 0.49 0.233

---

8.
33
Properties=species:S:1:pos:R:3:mulliken_charge:R:1 method="wB97M-V/def2-TZVPD" relative_energy_kcal_mol=13.0 orbital_gap_ha="0.296 / 0.296" lumo_ha="-0.0485 / -0.0485" energy_ha=-642.95506
B 3.44 0.92 0.17 0.335
C 0.53 0.76 -0.04 -0.799
C 1.24 -0.33 -0.13 0.635
C -1.73 1.64 -0.82 -1.522
C 0.13 3.23 -0.20 -1.413
C -0.96 1.66 1.58 -1.645
C -0.91 -1.73 -0.55 -1.807
C 0.61 -2.45 1.18 -1.663
C 1.26 -2.63 -1.32 -1.845
C -0.54 1.88 0.16 2.068
C 0.59 -1.77 -0.23 2.124
O 2.82 2.04 0.22 -0.530
O 2.55 -0.39 -0.16 -0.550
O 4.71 0.52 0.28 -0.471
H -1.42 1.24 -1.81 0.266
H -2.36 0.93 -0.27 0.356
H -2.27 2.59 -1.05 0.438
H 0.98 3.07 -0.85 0.407
H 0.50 3.69 0.77 0.322
H -0.54 4.04 -0.72 0.282
H -0.06 1.82 2.23 0.415
H -1.20 0.57 1.77 0.273
H -1.81 2.17 1.90 0.474
H -1.58 -1.10 0.03 0.378
H -1.17 -1.28 -1.58 0.290
H -1.30 -2.75 -0.41 0.469
H 1.62 -2.23 1.67 0.308
H 0.61 -3.46 1.06 0.518
H -0.23 -2.02 1.84 0.301
H 1.32 -2.12 -2.26 0.393
H 0.73 -3.59 -1.57 0.378
H 2.20 -2.87 -0.96 0.485
H 4.74 -0.32 -0.23 0.331

---

9.
50
Properties=species:S:1:pos:R:3:mulliken_charge:R:1 method="wB97M-V/def2-TZVPD" orbital_gap_ha=0.100 total_charge=+1 lumo_ha=-0.2358 energy_ha=-4245.88506
C -2.22 0.38 3.09 -0.684
O -1.96 -0.92 3.67 -0.752
C -1.40 -1.78 2.69 0.193
C 0.19 -1.84 2.78 -1.948
C 0.83 -1.12 1.46 -1.327
N 1.97 -0.30 1.82 0.148
Cl 3.07 -0.72 3.02 0.011
C 2.17 0.86 1.17 0.651
N 3.19 1.69 1.42 -0.568
C 3.04 2.69 0.61 -0.172
N 1.98 2.53 -0.17 -0.055
N 1.43 1.37 0.19 0.198
H -2.17 1.14 3.87 0.408
H -1.49 0.67 2.35 0.234
H -3.22 0.46 2.67 0.100
H -1.74 -1.41 1.73 0.444
H -1.79 -2.80 2.77 0.620
H 0.47 -1.21 3.62 0.738
H 0.58 -2.88 2.94 0.525
H 1.06 -1.87 0.64 0.626
H 0.04 -0.41 1.12 0.556
H 3.67 3.55 0.54 0.461
H 1.59 3.11 -0.91 0.173
H 0.61 0.96 -0.25 0.177
O -4.42 -4.68 -0.45 -0.470
P -3.86 -3.89 0.70 0.673
O -4.10 -2.35 0.51 -0.140
O -2.34 -4.14 0.79 -0.168
O -4.52 -4.32 1.99 -0.581
Mg -5.69 -1.33 0.73 0.968
Li -1.07 -1.64 5.07 0.890
Cl -2.15 -1.63 -1.29 -0.610
Cl 2.28 -1.62 -5.27 -0.139
C 2.91 -0.10 -4.58 -0.632
C 2.56 0.06 -3.12 -0.217
Cl 0.81 0.30 -2.86 -0.226
H 2.52 0.73 -5.18 0.304
H 3.99 -0.12 -4.70 0.376
H 3.07 0.93 -2.72 0.272
H 2.87 -0.81 -2.55 0.313
K 0.20 -3.20 0.54 0.912
F -1.38 2.69 3.41 -0.881
F -1.43 -6.13 1.22 -0.443
Be -0.25 -0.66 -6.00 -0.028
C -0.32 4.82 -3.52 -0.723
C 0.67 5.22 -2.52 0.409
N 1.45 5.54 -1.74 -0.433
H -0.20 5.43 -4.41 0.299
H -0.17 3.78 -3.79 0.236
H -1.32 4.95 -3.12 0.281

---

10.
40
Properties=species:S:1:pos:R:3:mulliken_charge:R:1 method="wB97M-V/def2-TZVPD" relative_energy_kcal_mol=0.3 orbital_gap_ha=0.225 total_charge=+1 lumo_ha=-0.2527 energy_ha=-4424.34149
Mg -5.88 25.31 -0.59 0.891
C -3.15 27.82 -1.48 -0.589
C -4.18 26.82 -1.09 1.470
O -5.06 27.07 -0.20 -0.792
O -4.27 25.67 -1.66 -0.714
H -3.55 28.83 -1.47 -0.017
H -2.67 27.59 -2.43 0.302
H -2.30 27.79 -0.78 0.428
Cl -6.87 30.61 0.43 -0.116
C -7.12 31.01 -1.27 -0.502
C -6.97 29.80 -2.19 0.216
Cl -7.96 28.41 -1.63 -0.215
H -6.44 31.83 -1.52 0.292
H -8.11 31.45 -1.42 0.372
H -5.97 29.39 -2.10 -0.450
H -7.16 30.02 -3.24 0.416
Cl -4.78 27.13 5.28 -0.168
C -5.67 26.76 3.77 -0.395
C -6.09 28.02 3.02 -0.195
Cl -7.23 29.05 3.92 -0.162
H -6.55 26.19 4.06 0.364
H -4.97 26.26 3.10 0.185
H -6.60 27.70 2.12 0.015
H -5.21 28.60 2.76 0.342
Cl -3.93 23.52 -4.09 -0.216
C -2.31 24.15 -3.72 -0.317
C -1.28 23.09 -4.11 -0.499
Cl 0.41 23.57 -3.83 -0.182
H -2.24 24.29 -2.64 0.213
H -2.20 25.10 -4.21 0.337
H -1.36 22.85 -5.17 0.326
H -1.52 22.18 -3.56 0.330
Cl -2.97 30.16 -5.47 -0.181
C -3.62 31.18 -4.18 0.034
C -2.57 31.35 -3.08 -0.492
Cl -3.32 31.76 -1.52 -0.177
H -4.56 30.75 -3.84 -0.164
H -3.81 32.18 -4.56 0.370
H -1.85 32.13 -3.32 0.376
H -2.03 30.42 -2.90 0.262

---

11.
45
Properties=species:S:1:pos:R:3:mulliken_charge:R:1 method="wB97M-V/def2-TZVPD" orbital_gap_ha=0.222 total_charge=-1 lumo_ha=0.0401 energy_ha=-2654.50431
C -2.21 -4.72 -1.81 -0.998
C -1.85 -3.51 -2.86 -0.198
O -2.14 -2.15 -2.38 -0.338
P -0.74 -1.12 -2.40 1.020
O 0.61 -1.85 -1.92 -0.743
C -1.09 0.34 -1.16 -0.686
C -0.26 0.20 0.25 -0.985
Ta -0.11 2.38 1.13 0.892
P -1.76 1.86 3.06 -0.116
S -1.58 0.09 3.84 -0.440
C 1.78 1.77 2.40 -0.075
F 2.97 1.80 1.49 -0.302
F 1.52 0.37 2.84 -0.249
C 2.11 2.82 3.61 0.531
F 3.01 3.88 3.02 -0.279
F 0.88 3.58 4.04 -0.275
C 2.73 2.14 4.97 0.549
F 2.94 3.26 5.96 -0.302
F 1.75 1.21 5.65 -0.227
C 4.21 1.44 4.78 0.585
F 4.21 0.17 4.01 -0.199
F 5.24 2.33 4.19 -0.220
F 4.70 1.09 6.16 -0.264
O -0.39 -0.36 -3.93 -0.398
C -1.35 -0.72 -4.98 -0.253
C -0.79 -2.00 -5.89 -0.786
H -1.66 -4.63 -0.78 0.276
H -3.40 -4.78 -1.69 0.256
H -1.92 -5.74 -2.36 0.286
H -0.74 -3.61 -3.30 0.347
H -2.55 -3.68 -3.82 0.189
H -0.72 1.35 -1.67 0.325
H -2.25 0.48 -0.99 0.343
H 0.81 -0.25 0.15 0.306
H -0.86 -0.52 0.98 0.291
H 0.02 4.17 1.66 -0.056
H -1.60 2.79 0.06 -0.020
H 1.06 2.76 -0.27 -0.199
H -3.16 2.00 2.64 0.070
H -1.57 2.82 4.13 0.044
H -2.46 -0.85 -4.62 0.257
H -1.36 0.20 -5.74 0.299
H 0.38 -1.93 -5.91 0.229
H -1.17 -1.87 -7.01 0.328
H -1.21 -3.04 -5.54 0.184

---

12.
39
Properties=species:S:1:pos:R:3:mulliken_charge:R:1 method="wB97M-V/def2-TZVPD" orbital_gap_ha=0.317 total_charge=+1 lumo_ha=-0.1018 energy_ha=-1350.58327
O 0.69 0.44 2.91 -0.332
N -0.16 0.83 2.21 0.182
O -1.21 -0.10 2.14 -0.091
C -2.02 0.18 1.01 -0.396
C -3.32 -0.61 1.00 0.369
C -4.52 -0.15 1.84 -0.627
C -4.65 -0.16 3.35 0.013
O -5.73 -0.05 3.83 -0.441
I -3.01 -0.29 4.72 0.016
O -3.13 -2.03 0.98 -0.378
C -2.63 -2.70 2.03 0.680
O -1.51 -3.04 2.20 -0.386
F -3.62 -3.04 2.85 -0.184
H -1.47 -0.07 0.10 0.151
H -2.27 1.24 0.97 0.375
H -3.68 -0.42 -0.02 0.274
H -4.72 0.89 1.54 0.389
H -5.38 -0.72 1.49 0.403
C 2.52 -0.21 -0.24 -1.007
N 2.86 0.01 -1.69 -0.046
C 3.17 -1.32 -2.30 -0.888
C 4.06 0.89 -1.79 -0.905
C 1.70 0.60 -2.47 -0.558
C 1.25 1.99 -2.08 -0.653
O 0.82 1.97 -0.74 -0.376
H 3.28 -0.87 0.17 0.400
H 2.52 0.73 0.28 0.400
H 1.54 -0.69 -0.18 0.417
H 4.01 -1.76 -1.77 0.396
H 3.42 -1.18 -3.35 0.405
H 2.29 -1.96 -2.21 0.393
H 3.86 1.83 -1.28 0.380
H 4.29 1.06 -2.84 0.356
H 4.89 0.38 -1.30 0.401
H 0.87 -0.11 -2.35 0.418
H 2.01 0.61 -3.51 0.376
H 0.44 2.26 -2.76 0.396
H 2.06 2.72 -2.23 0.413
H 0.49 2.85 -0.49 0.267